(1)
{"formula": "C30H44BBr4N2O2P2W", "method": "wB97M-V/def2-TZVPD", "symbols": ["W", "C", "C", "C", "C", "P", "C", "N", "B", "N", "C", "P", "C", "C", "C", "C", "C", "C", "C", "C", "C", "C", "C", "C", "C", "C", "C", "C", "C", "C", "H", "H", "H", "H", "H", "H", "H", "H", "H", "H", "H", "H", "H", "H", "H", "H", "H", "H", "H", "H", "H", "H", "H", "H", "H", "H", "H", "H", "H", "H", "H", "H", "H", "H", "H", "H", "H", "H", "H", "H", "H", "H", "H", "H", "Br", "C", "C", "Br", "C", "Br", "C", "O", "C", "O", "C", "Br"], "coordinates": [[-0.248411, 0.869369, -0.167190], [-0.798871, 0.491104, 3.823012], [-1.246745, -0.828338, 3.175652], [-2.366886, -1.449183, 4.015395], [-0.054732, -1.795075, 3.158067], [-1.793046, -0.539030, 1.419942], [-2.013217, -2.219420, 0.668583], [-0.960267, -2.380020, -0.298445], [-0.172047, -1.292805, -0.819952], [0.801892, -1.934552, -1.665559], [1.950310, -1.213196, -2.143407], [2.016478, 0.265951, -1.047353], [2.902167, -0.230664, 0.513649], [2.236685, 0.642389, 1.587314], [4.421768, -0.039311, 0.556724], [2.636044, -1.722127, 0.782759], [2.836204, 1.625425, -2.011402], [4.152258, 1.128007, -2.632437], [1.879594, 2.031594, -3.147082], [3.070633, 2.864976, -1.139067], [0.651699, -3.318758, -1.591680], [1.372154, -4.344746, -2.180646], [0.977434, -5.652599, -1.919313], [-0.118196, -5.925326, -1.106141], [-0.852876, -4.898889, -0.521818], [-0.449808, -3.595267, -0.760870], [-3.460211, 0.280740, 1.275658], [-4.653503, -0.575772, 1.719273], [-3.465619, 1.613075, 2.033558], [-3.608370, 0.569628, -0.221201], [-0.286644, 0.262638, 4.761046], [-1.636269, 1.144310, 4.056161], [-0.103807, 1.053611, 3.195790], [-1.972850, -1.654326, 5.014294], [-2.723361, -2.396201, 3.602354], [-3.213390, -0.777261, 4.134064], [0.186935, -2.051404, 4.192302], [0.830340, -1.340522, 2.720958], [-0.257689, -2.727020, 2.627687], [-3.007200, -2.283650, 0.221368], [-1.966885, -2.980376, 1.451161], [1.860374, -0.887815, -3.181478], [2.872411, -1.792782, -2.062449], [2.414177, 1.708968, 1.437113], [2.586314, 0.365300, 2.585529], [1.138059, 0.489118, 1.633272], [4.733468, 0.994948, 0.448383], [4.921977, -0.640524, -0.202050], [4.777215, -0.389075, 1.529482], [1.582768, -1.993681, 0.742134], [3.017396, -1.966449, 1.777602], [3.169108, -2.351806, 0.066995], [3.992981, 0.272185, -3.294039], [4.902592, 0.863071, -1.893496], [4.565947, 1.932315, -3.244814], [1.444633, 1.188108, -3.684313], [2.447433, 2.628251, -3.864303], [1.065736, 2.652689, -2.776850], [3.839890, 2.723879, -0.384892], [2.149632, 3.191642, -0.648804], [3.400502, 3.678972, -1.789864], [2.210687, -4.140020, -2.835599], [1.525890, -6.471778, -2.366744], [-0.409492, -6.952788, -0.930988], [-1.714764, -5.115635, 0.098248], [-4.740321, -0.645325, 2.799383], [-4.631621, -1.586582, 1.310174], [-5.567430, -0.100832, 1.354755], [-3.548198, 1.465883, 3.109752], [-4.338467, 2.188734, 1.715619], [-2.580335, 2.217711, 1.825016], [-3.618038, -0.329933, -0.839684], [-2.813865, 1.211740, -0.596984], [-4.547282, 1.102178, -0.386567], [-2.045453, 7.322145, -2.097304], [-1.705151, 5.475080, -2.067126], [-2.011976, 4.679905, -3.180225], [-2.768574, 5.443065, -4.721218], [-1.758193, 3.307424, -3.156002], [-2.100056, 2.161368, -4.595949], [-1.212987, 2.764011, -2.007118], [-0.884342, 1.454617, -1.872482], [-0.903246, 3.544142, -0.897092], [-0.369170, 2.856922, 0.121588], [-1.144521, 4.909611, -0.919856], [-0.697406, 5.894066, 0.610039]], "forces_ev_per_a": [[1.062, -0.856, 0.425], [0.006, -0.016, -0.018], [-0.004, 0.015, 0.120], [0.003, -0.057, 0.013], [0.008, 0.001, 0.011], [0.115, 0.391, -0.565], [0.024, -0.022, 0.001], [0.107, 0.075, 0.058], [-0.051, -0.401, 0.200], [-0.056, 0.101, 0.102], [0.032, 0.015, -0.115], [-0.386, 0.227, -0.007], [0.058, -0.099, 0.040], [0.080, 0.094, -0.058], [-0.080, 0.001, -0.010], [0.007, -0.020, 0.046], [0.167, -0.026, -0.064], [-0.090, 0.006, -0.052], [0.005, 0.020, 0.019], [-0.070, -0.016, -0.077], [-0.010, -0.015, -0.160], [-0.005, 0.021, 0.016], [0.030, -0.009, -0.017], [-0.026, -0.002, 0.019], [0.017, 0.028, 0.021], [-0.106, 0.005, -0.036], [-0.105, -0.028, 0.083], [0.008, -0.012, 0.014], [-0.064, -0.024, -0.027], [-0.122, 0.026, -0.115], [-0.025, 0.007, -0.018], [-0.020, 0.003, -0.018], [-0.034, -0.004, 0.050], [-0.008, -0.016, -0.040], [-0.006, 0.050, 0.008], [0.006, 0.021, 0.000], [0.001, 0.002, -0.023], [-0.007, -0.017, -0.017], [0.011, 0.026, 0.022], [0.004, 0.003, -0.062], [0.003, -0.027, 0.006], [-0.032, -0.036, -0.059], [0.043, -0.026, 0.047], [0.056, -0.038, 0.016], [-0.031, 0.029, 0.011], [-0.064, -0.125, 0.034], [-0.004, 0.094, -0.044], [-0.010, -0.002, -0.022], [-0.002, 0.015, -0.015], [0.050, 0.022, 0.066], [0.014, 0.008, -0.016], [-0.024, 0.042, 0.063], [0.004, 0.043, 0.044], [0.018, -0.027, 0.070], [-0.004, -0.009, 0.015], [0.014, 0.004, -0.010], [-0.020, -0.015, 0.006], [0.051, -0.032, -0.022], [0.071, -0.059, 0.075], [0.013, 0.003, -0.001], [-0.010, -0.018, 0.034], [-0.018, 0.003, 0.016], [-0.022, 0.032, 0.018], [0.009, 0.028, -0.006], [0.026, -0.001, -0.018], [0.021, -0.028, 0.035], [-0.015, 0.031, -0.005], [0.023, -0.002, 0.002], [0.030, 0.004, 0.012], [0.020, -0.011, 0.023], [0.039, 0.029, -0.014], [0.006, -0.030, 0.031], [-0.070, 0.138, -0.032], [-0.017, -0.043, 0.000], [-0.006, 0.000, -0.015], [0.012, 0.015, 0.055], [-0.004, -0.018, -0.033], [0.007, 0.004, 0.008], [0.012, 0.151, 0.109], [-0.009, -0.054, -0.043], [-0.003, -0.006, -0.044], [-0.434, 0.052, -0.251], [-0.084, 0.047, -0.004], [-0.121, 0.337, 0.141], [-0.031, -0.044, -0.098], [0.017, 0.024, 0.046]], "spin_multiplicity": 3, "total_charge": 1, "mol_weight_da": 1040.9, "energy_ev": -340146.024, "largest_force_ev_per_a": 1.43}

=====

(2)
{"formula": "C33H54F5N13OSSr", "method": "wB97M-V/def2-TZVPD", "symbols": ["Sr", "C", "N", "C", "C", "N", "C", "C", "N", "C", "C", "N", "C", "N", "C", "C", "N", "C", "C", "C", "C", "N", "C", "N", "C", "C", "N", "C", "C", "N", "C", "C", "H", "H", "H", "H", "H", "H", "H", "H", "H", "H", "H", "H", "H", "H", "H", "H", "H", "H", "H", "H", "H", "H", "H", "H", "H", "H", "H", "H", "H", "H", "H", "H", "H", "H", "H", "H", "H", "H", "H", "H", "H", "H", "H", "H", "H", "H", "H", "H", "F", "C", "C", "F", "C", "F", "C", "S", "C", "F", "C", "F", "N", "C", "C", "C", "C", "C", "N", "H", "H", "H", "H", "H", "H", "O", "C", "N"], "coordinates": [[-0.399817, -0.114009, 0.377541], [-4.435717, 0.778991, -1.381159], [-4.299817, 1.696491, -0.293459], [-5.498517, 2.241091, 0.282141], [-3.068117, 1.864891, 0.326841], [-2.297817, 0.884191, 0.654041], [-2.854117, -0.409109, 0.694341], [-2.118017, -1.511509, 1.364841], [-0.987317, -1.993709, 0.689041], [-0.641417, -3.317309, 1.124841], [0.767183, -3.692809, 0.650041], [1.693483, -2.730509, 1.170841], [2.942083, -2.860609, 1.366141], [3.621183, -1.831809, 2.059241], [4.306083, -0.939709, 1.138241], [2.792683, -1.061409, 2.959841], [3.764883, -3.910709, 1.044141], [5.013883, -4.111609, 1.739541], [3.572383, -4.779509, -0.088559], [-1.361817, -1.991109, -0.649559], [-1.430417, -0.724709, -1.411659], [-0.142417, -0.474509, -1.921659], [0.285783, -0.937009, -3.026859], [1.578083, -0.603109, -3.415059], [2.214183, 0.514091, -2.741859], [2.476783, -1.734609, -3.532459], [-0.447817, -1.616309, -3.986759], [0.035783, -1.672109, -5.347659], [-1.371717, -2.690609, -3.718859], [-2.698917, 3.135291, 0.581741], [-3.150517, 4.221291, -0.255659], [-1.521617, 3.402791, 1.387941], [-5.140817, 1.174791, -2.114359], [-4.800617, -0.222509, -1.088559], [-3.470117, 0.667991, -1.882959], [-6.166517, 1.431591, 0.604541], [-6.036417, 2.868691, -0.438659], [-5.229917, 2.833391, 1.154741], [-3.194217, -0.834109, -0.271259], [-3.810917, -0.350009, 1.256041], [-2.907817, -2.323309, 1.333941], [-1.951217, -1.327209, 2.426641], [-1.389317, -4.045409, 0.738741], [-0.676717, -3.334609, 2.216241], [0.770783, -3.669609, -0.454359], [0.988983, -4.724909, 0.958941], [4.948983, -1.510809, 0.471541], [4.926683, -0.263409, 1.720841], [3.550383, -0.353409, 0.570941], [2.310583, -1.747309, 3.650841], [2.011583, -0.482809, 2.381241], [3.440383, -0.383409, 3.512041], [4.991783, -3.567609, 2.678141], [5.865683, -3.761909, 1.150341], [5.139983, -5.177509, 1.938341], [2.735583, -4.443809, -0.688759], [3.397783, -5.814109, 0.226341], [4.466683, -4.760509, -0.719759], [-2.379717, -2.501909, -0.751659], [-0.681517, -2.645409, -1.217259], [-1.729217, 0.088291, -0.812659], [-2.233517, -0.813809, -2.167059], [1.501283, 1.316691, -2.575559], [3.018683, 0.864491, -3.386359], [2.592383, 0.240291, -1.745959], [1.960383, -2.609409, -3.920859], [2.909983, -1.982509, -2.554659], [3.286283, -1.479209, -4.215859], [0.820383, -0.934909, -5.482859], [-0.792617, -1.452109, -6.026659], [0.418583, -2.667709, -5.596859], [-1.929617, -2.575109, -2.797059], [-0.860217, -3.664209, -3.668559], [-2.109617, -2.736209, -4.522159], [-3.747417, 3.844891, -1.083259], [-2.281717, 4.738191, -0.668359], [-3.755817, 4.930991, 0.315341], [-1.588617, 2.864091, 2.336841], [-1.486717, 4.472091, 1.580341], [-0.592717, 3.048891, 0.891141], [-0.841417, -0.065209, 8.529341], [-0.450117, 0.355791, 7.314841], [-0.444117, -0.511109, 6.229841], [-0.822317, -1.792909, 6.394241], [-0.062517, -0.069709, 4.970641], [-0.127217, -0.986809, 3.975741], [0.332583, 1.250991, 4.701041], [0.830783, 1.879891, 3.159641], [0.336983, 2.094091, 5.838841], [0.693283, 3.370891, 5.690141], [-0.048017, 1.675191, 7.101641], [-0.030717, 2.530691, 8.135741], [-1.073617, 2.319391, -3.151759], [-0.348917, 3.427991, -2.757459], [-0.268817, 4.571991, -3.567159], [0.422583, 5.662891, -3.083459], [1.001783, 5.592891, -1.820459], [0.856483, 4.424291, -1.090859], [0.198083, 3.364191, -1.547259], [-1.110317, 2.142691, -4.144959], [-0.828817, 1.505591, -2.601559], [-0.735917, 4.589091, -4.541259], [0.511083, 6.560091, -3.680759], [1.555383, 6.427591, -1.422959], [1.277783, 4.299091, -0.100759], [3.534983, 2.714091, -0.010759], [2.575783, 2.055791, 0.131541], [1.616483, 1.355291, 0.246341]], "forces_ev_per_a": [[13.555, 10.104, 6.100], [-0.092, -0.368, -0.442], [0.409, -0.102, 0.263], [-0.265, 0.160, 0.055], [-0.794, 1.509, -0.158], [-1.515, 1.547, 0.613], [-4.445, -0.148, 0.785], [-3.082, -1.630, 2.708], [-1.043, -6.505, 1.579], [0.579, -1.340, 0.207], [0.246, -0.150, 0.102], [-0.921, 0.534, -0.438], [0.453, 0.227, 0.553], [-0.051, -0.594, -0.142], [-0.122, 0.174, -0.244], [-0.979, 0.344, -0.637], [-0.051, -0.031, -0.085], [0.123, -0.015, 0.176], [-0.083, 0.019, -0.032], [-1.940, -5.038, -3.238], [-2.060, -1.063, -5.407], [0.556, 0.272, -0.444], [0.570, 0.280, -1.021], [-0.456, -0.163, 0.087], [0.027, 0.159, 0.351], [0.155, -0.128, -0.202], [0.229, 0.040, 0.208], [0.052, 0.058, -0.422], [-0.386, -0.440, 0.241], [-0.223, -0.627, -0.362], [-0.243, 0.309, -0.229], [0.488, -0.568, 0.290], [0.001, 0.108, -0.015], [-0.063, 0.258, -0.086], [-0.365, 0.134, 0.015], [0.001, 0.109, -0.012], [0.007, 0.001, 0.120], [-0.124, 0.057, -0.037], [-0.070, 0.545, 0.652], [0.390, -0.117, -0.097], [0.681, 0.466, 0.172], [0.458, 0.170, 0.017], [0.213, 0.163, 0.211], [0.076, 0.040, -0.061], [0.042, -0.202, 0.175], [-0.127, 0.021, -0.061], [0.047, -0.001, -0.175], [0.037, 0.150, -0.094], [0.501, -0.137, 0.114], [-0.166, 0.084, 0.107], [0.859, -0.336, 0.933], [-0.134, 0.159, -0.025], [0.084, -0.053, -0.042], [0.100, -0.013, -0.027], [0.052, -0.063, -0.027], [-0.059, -0.005, -0.068], [0.004, 0.007, -0.074], [-0.004, -0.034, -0.020], [0.922, 0.299, 0.178], [-0.186, 0.260, 0.401], [-1.813, 1.093, -2.183], [0.439, -0.032, 0.141], [0.054, 0.025, -0.030], [0.119, 0.032, 0.079], [-0.003, 0.066, -0.266], [0.000, -0.065, -0.021], [-0.007, -0.023, -0.022], [0.082, -0.069, 0.005], [-0.066, -0.061, -0.123], [0.020, -0.048, 0.003], [0.055, 0.034, -0.033], [0.095, -0.026, -0.229], [-0.023, 0.081, -0.110], [0.088, -0.013, -0.042], [0.024, 0.012, 0.009], [-0.025, 0.024, 0.031], [0.074, 0.044, -0.027], [0.086, 0.138, -0.149], [0.134, -0.008, 0.011], [-0.490, 0.349, 0.239], [0.063, 0.037, -0.046], [0.127, 0.108, -0.449], [0.023, 0.228, 0.065], [-0.029, 0.019, 0.054], [-0.039, 0.485, 0.297], [-0.072, -0.057, -0.209], [0.143, 0.327, 0.320], [-0.445, -0.747, 0.130], [-0.282, -0.603, -0.034], [0.043, 0.152, 0.151], [0.025, -0.252, -0.136], [-0.039, -0.037, -0.022], [-0.352, -0.426, -0.065], [0.170, 0.797, 0.069], [0.044, -0.222, 0.077], [0.033, -0.174, 0.173], [0.018, 0.068, 0.012], [0.035, 0.055, -0.063], [-0.568, -0.162, -0.381], [0.026, 0.016, 0.084], [0.126, 0.012, -0.188], [-0.056, -0.006, -0.075], [0.006, 0.032, -0.020], [0.064, 0.046, 0.107], [0.101, 0.135, 0.020], [2.111, 1.593, -0.348], [-2.424, -2.025, 0.380], [0.433, 0.152, -0.177]], "mol_weight_da": 863.6, "energy_ev": -81767.438, "largest_force_ev_per_a": 17.97}

=====

(3)
{"formula": "C4H8O2", "method": "wB97M-V/def2-TZVPD", "symbols": ["C", "O", "C", "C", "C", "O", "H", "H", "H", "H", "H", "H", "H", "H"], "coordinates": [[-0.139851, 1.735271, -0.977687], [-0.189663, 1.034539, 0.240901], [-0.220576, -0.370563, 0.116787], [1.158441, -1.022986, 0.162304], [-1.102249, -0.876039, 1.253978], [-1.034967, -1.990410, 1.709262], [-0.115723, 2.799011, -0.728559], [0.756737, 1.491474, -1.565061], [-1.031267, 1.531550, -1.591088], [-0.737870, -0.646638, -0.819796], [1.623279, -1.091899, -0.824866], [1.802234, -0.431680, 0.819418], [1.064219, -2.031346, 0.576088], [-1.832743, -0.130285, 1.628320]], "forces_ev_per_a": [[0.031, 0.186, -0.234], [-0.038, -0.018, 0.111], [0.023, -0.211, 0.012], [0.062, 0.028, -0.044], [0.022, -0.363, 0.101], [-0.091, 0.475, -0.162], [-0.010, -0.158, -0.081], [-0.100, -0.004, 0.106], [0.143, 0.022, 0.088], [-0.018, -0.013, 0.168], [-0.062, 0.087, 0.130], [-0.053, -0.104, -0.055], [0.028, 0.135, -0.117], [0.061, -0.063, -0.024]], "mol_weight_da": 88.1, "energy_ev": -8371.686, "largest_force_ev_per_a": 0.51}

=====

(4)
{"formula": "CH3Cl2NO", "method": "wB97M-V/def2-TZVPD", "symbols": ["C", "N", "O", "Cl", "Cl", "H", "H", "H"], "coordinates": [[0.328740, -0.530763, 0.562464], [-0.153917, 0.733846, 0.613299], [0.339908, -0.992828, -0.738313], [1.760332, -0.864693, 1.468406], [-0.939029, -1.932649, 1.312839], [0.121836, 1.416142, 1.287478], [-0.940500, 0.959933, -0.064406], [0.799864, -1.887097, -0.825841]], "forces_ev_per_a": [[-1.382, -1.887, -1.053], [-1.482, 0.295, -1.690], [1.440, -0.583, -0.215], [0.720, 0.451, 0.307], [0.093, 0.635, 0.264], [0.036, -0.145, 0.317], [1.659, -0.460, 1.472], [-1.085, 1.695, 0.599]], "mol_weight_da": 115.9, "energy_ev": -29667.833, "largest_force_ev_per_a": 2.57}